Formula: C24H20ClNPRuS
Source: the Open Molecules 2025 dataset
Level of theory: ωB97M-V/def2-TZVPD

Properties
<S²>: 6.0926
HOMO energy (alpha / beta): -10.84 / -10.88 eV
Total energy: -2275.48532 Eh
Net charge: +1
Relative energy (zero: lowest compared OMol25 entry of this formula, charge and spin): 0.000 eV
Gap between HOMO and LUMO (alpha / beta): 5.4 / 4.9 eV
Spin multiplicity: 5

Cartesian coordinates (Å):
C1 -1.14886 -1.58942 1.25273
C2 -1.02450 -1.94747 -0.13156
C3 0.38912 -2.10853 -0.42569
H1 -1.89947 -2.12802 -0.82006
C4 1.13868 -1.67684 0.73120
C5 0.20187 -1.27681 1.83316
H2 0.73582 -1.46122 2.85036
H3 -2.05078 -1.13864 1.71553
H4 0.82317 -2.50022 -1.38982
H5 2.25938 -1.71658 0.87444
Ru1 0.10347 0.17427 0.04615
Cl1 1.81613 1.30185 -0.46942
P1 0.11720 0.34461 -3.76954
C6 1.21506 -0.70734 -4.82520
C7 0.77740 -1.42842 -5.95444
H6 -0.27115 -1.38059 -6.27699
C8 1.69383 -2.20971 -6.68004
H7 1.34684 -2.76834 -7.55840
C9 3.04040 -2.27882 -6.28484
H8 3.75315 -2.88989 -6.85682
C10 3.47369 -1.56396 -5.15010
H9 4.52494 -1.61123 -4.84159
C11 2.56903 -0.79028 -4.41252
H10 2.89896 -0.23920 -3.51979
C12 -1.52845 -0.08538 -4.48988
C13 -2.16493 -1.22237 -3.93121
H11 -1.66337 -1.79152 -3.13412
C14 -3.41697 -1.62185 -4.41165
H12 -3.89748 -2.51449 -3.99335
C15 -4.05831 -0.88646 -5.42860
H13 -5.04442 -1.20197 -5.79765
C16 -3.43424 0.25164 -5.96564
H14 -3.93005 0.83347 -6.75258
C17 -2.17229 0.65852 -5.49900
H15 -1.69504 1.54822 -5.93047
C18 0.39784 1.99243 -4.56196
C19 1.11338 2.18841 -5.76036
H16 1.53874 1.33486 -6.30440
C20 1.27739 3.48902 -6.26848
H17 1.83492 3.63536 -7.20200
C21 0.73731 4.59360 -5.58867
H18 0.86715 5.60814 -5.99097
C22 0.03016 4.39622 -4.38641
H19 -0.39751 5.25431 -3.85426
C23 -0.13245 3.10732 -3.86588
H20 -0.67199 2.95034 -2.92150
S1 -0.06177 0.15280 4.95344
C24 -0.06774 0.38689 3.34504
N1 0.05687 0.53365 2.16093

Atoms 1-6, force components in eV/Å:
C -0.6 1.3 -1.6
C -1.1 -0.3 2.1
C 1.7 0.4 0.6
H 1.3 0.3 0.9
C 0.3 -0.9 -1.1
C 2.2 -2.3 0.7

Atomic partial charges in e from the Löwdin method, atoms 1 to 4: atom 1 (C): -0.06, atom 2 (C): -0.12, atom 3 (C): -0.13, atom 4 (H): 0.13

***

Formula: C24H20ClNPSSn
Source: the Open Molecules 2025 dataset
Level of theory: ωB97M-V/def2-TZVPD

Properties
HOMO energy: -11.14 eV
Total energy: -2394.84009 Eh
Net charge: +1
Gap between HOMO and LUMO: 5.8 eV
Spin multiplicity: 1

Cartesian coordinates (Å):
C1 -0.76090 0.60844 4.81545
C2 -1.33437 0.90717 3.54321
C3 -1.98859 -0.30681 3.02409
H1 -1.26616 1.84977 3.03445
C4 -1.85911 -1.36717 3.94290
C5 -1.00416 -0.81644 5.13647
H2 -0.77208 -1.44213 5.98440
H3 -0.08605 1.23873 5.41591
H4 -2.49761 -0.40576 2.09485
H5 -2.08822 -2.42065 3.89726
Sn1 0.33277 -0.60089 2.83201
Cl1 0.78157 -2.74038 2.29251
P1 0.26338 -0.11136 -0.56722
C6 -1.13908 -0.61706 -1.63040
C7 -1.75022 0.21239 -2.58214
H6 -1.39039 1.22725 -2.72447
C8 -2.81552 -0.26002 -3.35173
H7 -3.27906 0.39748 -4.08474
C9 -3.28223 -1.56264 -3.18749
H8 -4.11200 -1.92763 -3.79039
C10 -2.68252 -2.39669 -2.24050
H9 -3.04382 -3.41407 -2.10444
C11 -1.63019 -1.93157 -1.46045
H10 -1.17304 -2.57596 -0.71433
C12 0.34271 1.68405 -0.91279
C13 -0.49812 2.52086 -0.14458
H11 -1.14239 2.07757 0.61092
C14 -0.50798 3.89436 -0.35616
H12 -1.16800 4.52508 0.23641
C15 0.33063 4.46681 -1.31593
H13 0.32658 5.54426 -1.47223
C16 1.17481 3.65212 -2.06700
H14 1.83353 4.09024 -2.81430
C17 1.18229 2.26917 -1.87088
H15 1.83917 1.64334 -2.46767
C18 1.68656 -0.72499 -1.54213
C19 1.59583 -1.21506 -2.85333
H16 0.63170 -1.24414 -3.35291
C20 2.73777 -1.66107 -3.52184
H17 2.64951 -2.03960 -4.53854
C21 3.98251 -1.62092 -2.89688
H18 4.87071 -1.96859 -3.42203
C22 4.08393 -1.13713 -1.59035
H19 5.05246 -1.10595 -1.09505
C23 2.95125 -0.70267 -0.91217
H20 3.02858 -0.34017 0.10879
S1 0.69655 -1.12411 5.41550
C24 0.41673 -1.38706 6.96420
N1 0.48031 -1.64039 8.23571

Atoms 1-6, force components in eV/Å:
C -3.4 2.0 -0.8
C -0.6 -0.4 3.4
C -0.9 -1.0 2.4
H 0.2 0.1 -0.1
C 2.3 1.9 0.5
C -3.1 1.5 -4.2

Atomic partial charges in e from the Löwdin method, atoms 1 to 4: atom 1 (C): -0.21, atom 2 (C): -0.21, atom 3 (C): -0.19, atom 4 (H): 0.11

***

Formula: C24H20N2O3S
Source: the Open Molecules 2025 dataset
Level of theory: ωB97M-V/def2-TZVPD

Properties
HOMO energy: -8.53 eV
Total energy: -1660.01102 Eh
Relative energy (zero: lowest compared OMol25 entry of this formula, charge and spin): 1.064 eV
SMILES string: CCOC(=O)CC(=O)CSc1nc(-c2ccccc2)cc(-c2ccccc2)c1C#N
Gap between HOMO and LUMO: 8.3 eV
Spin multiplicity: 1

Cartesian coordinates (Å):
C1 -4.03484 -1.83249 -2.07998
C2 -4.75274 -0.88227 -1.13762
H1 -4.55625 -1.13812 -0.09218
H2 -5.83192 -0.89079 -1.32041
O1 -4.29598 0.45304 -1.38180
C3 -3.87807 1.18309 -0.36143
O2 -3.88470 0.84792 0.79327
C4 -3.37437 2.53371 -0.85204
C5 -1.86866 2.57364 -0.63324
O3 -1.08397 2.36018 -1.51348
C6 -1.48997 2.85718 0.79807
H3 -1.89770 3.81091 1.13080
H4 -1.87989 2.05480 1.42848
S1 0.31090 2.97505 0.99667
C7 0.75128 1.31204 0.65631
N1 -0.20145 0.40834 0.71219
C8 0.09422 -0.86938 0.47541
C9 1.38968 -1.27431 0.16181
C10 2.41363 -0.33520 0.10000
C11 2.09424 1.00409 0.36599
C12 3.06901 2.02033 0.39656
N2 3.84709 2.86219 0.45017
C13 3.78705 -0.73968 -0.22861
C14 4.35079 -1.85547 0.38539
C15 5.64338 -2.23960 0.08237
C16 6.38224 -1.52347 -0.84480
C17 5.82362 -0.41996 -1.46769
C18 4.53457 -0.02573 -1.16124
H5 4.09852 0.82736 -1.65926
H6 6.39412 0.13869 -2.19426
H7 7.39163 -1.82553 -1.08115
H8 6.07590 -3.09948 0.57248
H9 3.78100 -2.40506 1.12118
H10 1.60902 -2.31331 -0.02477
C19 -1.00926 -1.82703 0.61234
C20 -1.04214 -3.01495 -0.11600
C21 -2.07823 -3.91318 0.06056
C22 -3.09183 -3.64100 0.96494
C23 -3.07148 -2.45800 1.68626
C24 -2.04052 -1.55528 1.50984
H11 -2.02054 -0.63227 2.06640
H12 -3.86008 -2.23728 2.39025
H13 -3.89600 -4.34847 1.10473
H14 -2.09553 -4.82943 -0.51146
H15 -0.26917 -3.22846 -0.83970
H16 -3.86172 3.31678 -0.27288
H17 -3.59414 2.63050 -1.91426
H18 -2.96375 -1.79866 -1.89869
H19 -4.22582 -1.55224 -3.11238
H20 -4.38755 -2.84568 -1.91225

Atoms 1-6, force components in eV/Å:
C -0.1 0.4 0.1
C -0.1 -0.6 0.3
H -0.1 0.1 -0.2
H 0.1 0.1 0.1
O 0.0 0.0 -0.5
C 0.0 0.5 0.1

Atomic partial charges in e from the Löwdin method, atoms 1 to 4: atom 1 (C): -0.05, atom 2 (C): -0.19, atom 3 (H): 0.10, atom 4 (H): 0.13

***

Question: spin multiplicity of number 1 (C24H20ClNPRuS)?
Answer: 5